Below is a 8-piece molecular cluster, C5H28N2O8 overall at a distorted geometry, with properties calculated with ωB97M-V/def2-TZVPD.

Its spin multiplicity is 2. The calculation puts the HOMO-LUMO gap (spin up / spin down) at 10.886 / 5.953 eV. As for the energy above the lowest of the compared OMol25 structures with the same formula, charge and spin: 0.0 kcal/mol. As for the charge: +1. The calculation puts the HOMO energy (spin up / spin down) at -0.50920 / -0.50899 hartree.

```
43
Properties=species:S:1:pos:R:3:lowdin_spin:R:1
H -0.14874 -3.08250 0.72113 0.00
H -1.89315 0.26284 -1.65766 0.00
H 1.40651 -0.08696 -0.54976 0.01
O 1.78634 -0.75862 3.60436 0.00
C -0.60300 -1.00745 1.40838 0.10
H 0.53066 0.91388 -4.16668 0.00
C -0.53121 -0.52785 -0.16066 0.10
C -1.93475 -0.04669 -0.61431 0.04
H -3.78459 -1.03052 -0.62585 0.00
O -0.59686 1.06133 4.11403 0.00
H 1.44383 1.33287 -2.03997 0.00
H -0.53823 0.09078 4.14636 0.00
H -1.53691 -2.90816 1.69975 0.00
H -0.12383 2.30784 0.20603 0.01
O 1.82024 -1.32626 -2.35616 0.00
H 3.30597 -1.36480 0.72620 0.00
H 1.31213 2.88030 -2.26812 0.00
H -0.88998 1.03954 3.19136 0.00
N 0.50622 0.40016 -0.43468 0.48
C 0.67494 1.58635 0.38068 0.06
O 1.63280 2.05950 -2.65611 0.01
O -1.77114 -0.48528 1.97611 0.09
H -0.80759 2.59171 -2.17310 0.00
H 0.65982 1.43392 1.46903 0.03
H 1.63207 2.06218 0.18273 0.00
H -2.50661 -1.00245 1.60338 0.00
H 2.06393 -0.66229 -3.01242 0.00
H 1.92136 -0.71263 2.65170 0.00
H -2.29256 2.90392 -1.77118 0.00
O 0.05504 0.11729 -3.89772 0.00
H 0.09460 -2.77497 2.43236 0.01
H 2.12788 0.08327 3.92640 0.00
C -0.52711 -2.51918 1.57650 0.03
H 0.15078 -0.51667 2.01595 0.00
H 0.87117 -1.37729 -2.51014 0.00
O 3.11533 -0.44533 0.95863 0.00
N -2.79504 -1.22946 -0.53953 0.01
H -0.30029 -1.43941 -0.70838 0.00
H 3.74837 0.05084 0.42440 0.00
H -2.54317 -1.86801 -1.28518 0.00
O -1.67407 2.83532 -2.50389 0.00
H -2.27620 0.73419 0.05785 0.00
H -0.78496 0.42476 -3.54187 0.00
```

---

Below is a 9-piece molecular cluster, C5H28N2O9 overall at a distorted geometry, with properties calculated with ωB97M-V/def2-TZVPD.

Its structure (SMILES) is CCNCCNC=O.O.O.O.O.O.O.O.O. The calculation puts the HOMO-LUMO gap at 8.992 eV. As for the energy above the lowest of the compared OMol25 structures with the same formula, charge and spin: 92.7 kcal/mol. As for the charge: 0. The calculation puts the HOMO energy at -0.32498 hartree.

```
44
Properties=species:S:1:pos:R:3:lowdin_charge:R:1
H 0.94056 -1.26111 3.09801 0.01
H 0.61713 2.78336 -3.26993 0.04
H 1.38937 1.58283 -3.55651 0.03
H -2.52537 -0.89326 -3.37213 0.00
H -3.90418 0.26570 -2.25341 0.08
H -1.64590 2.90310 -1.33846 0.03
H -2.92617 2.44042 1.80723 0.04
O -1.80168 -1.51015 -3.55239 -0.07
N 3.05108 -1.31969 0.82154 0.05
H 1.98093 -0.30708 3.41952 0.03
O 0.58037 2.01100 -3.85588 -0.06
H -2.95215 2.27396 -1.45764 0.00
O -2.98960 0.52411 -2.06312 -0.08
C -1.61296 -0.74255 1.60281 -0.10
H 1.29930 -0.12177 -0.93796 0.12
H -0.60425 0.57291 0.30834 0.10
H -0.26663 -2.35160 0.17215 0.11
C 3.42987 -0.01146 0.79360 -0.33
H 3.01724 -2.17780 -1.18034 0.12
C 2.37828 -1.95748 -0.28864 -0.20
O 1.70615 -1.20597 3.69384 -0.06
H 0.97328 -1.59080 -1.87361 0.11
H -3.44874 -2.77075 -0.95641 0.08
O -2.10545 1.96459 1.87283 -0.07
H 2.17680 -3.02813 -0.12613 0.13
H 3.09963 -1.77073 1.72404 0.13
C 1.19673 -1.22294 -0.87086 -0.22
H -2.18313 0.04512 2.14711 0.08
H 2.28941 2.20997 2.33313 0.02
H -1.36494 -1.49962 2.37574 0.08
H -2.82947 -0.26983 -1.48457 0.02
H 0.49944 -0.21166 1.53575 0.07
O 3.49760 0.62672 1.82774 -0.01
H -1.79463 1.86125 0.97194 0.00
H -2.13001 -1.83128 -1.12913 0.03
O -3.07760 -1.88474 -0.91259 -0.07
H -2.17801 -1.35389 0.90536 0.04
H 0.97935 2.65641 2.81009 0.05
C -0.36636 -0.32731 0.90077 -0.26
O 1.40992 2.43077 1.96158 -0.08
N -0.01358 -1.40744 -0.07837 -0.08
H -1.01788 -0.97817 -3.76299 0.04
H 3.55707 0.49795 -0.17437 0.15
O -2.52475 2.98332 -0.94005 -0.07
```

---

Below is a 9-piece molecular cluster, C5H28N2O9 overall at a distorted geometry, with properties calculated with ωB97M-V/def2-TZVPD.

Its structure (SMILES) is N/C=C/C[C@@H](N)CO.O.O.O.O.O.O.O.O. The calculation puts the HOMO-LUMO gap at 7.928 eV. As for the energy above the lowest of the compared OMol25 structures with the same formula, charge and spin: 84.8 kcal/mol. As for the charge: 0. The calculation puts the HOMO energy at -0.27616 hartree.

```
44
Properties=species:S:1:pos:R:3:lowdin_charge:R:1
O -1.61818 -2.37529 -0.62908 -0.05
H 1.46892 3.12746 -4.17713 0.06
C 0.29489 1.46187 -0.94032 -0.42
H 1.12445 1.90309 -4.97020 0.06
H -2.29149 -2.02992 2.43205 0.01
C -0.45214 2.99348 0.78605 -0.13
O 2.58275 -0.38338 2.15165 -0.08
H 0.21228 2.47325 -2.73286 0.04
H 1.41959 3.24982 -0.39929 0.12
H -2.05444 -1.44639 0.96093 -0.02
H 0.77218 -2.63025 2.75623 0.00
C 1.52310 0.64524 -1.41569 -0.22
H -0.29111 -3.26437 0.30981 0.05
H 1.52052 -3.69285 1.45404 0.01
O 0.70538 2.72355 -4.63941 -0.07
H -1.15280 2.63642 -1.78323 0.11
H 2.36910 1.26394 -1.62961 0.11
O 1.93968 -3.87012 2.32800 -0.08
H 1.77034 -0.02649 -0.56197 0.12
H -0.41305 0.77842 -0.33391 0.15
H 3.30981 -0.51943 2.75972 0.03
H -1.32753 0.38581 -2.49371 0.02
H 1.48177 2.00848 0.82673 0.10
N -2.21863 2.52009 2.41559 0.04
N -0.37681 2.01929 -2.06329 0.05
H 0.28055 -0.50854 -2.51303 0.04
H -1.31132 -1.61878 -1.13790 0.02
H -0.93433 3.85201 0.32278 0.09
O -2.63651 -1.49980 1.72610 -0.07
C 0.81982 2.45853 0.10247 -0.17
H -0.54847 1.31237 2.14077 0.14
H 1.88666 -4.76785 2.64307 0.05
C -1.09068 2.21084 1.68963 -0.23
H 1.94335 -1.05964 2.45985 -0.01
H 0.65882 -4.08429 -0.67441 0.08
O 1.21185 -0.22937 -2.47974 -0.08
H -2.79894 3.25995 2.03051 0.09
H -2.63771 1.89155 3.06701 0.08
H -2.06687 -0.32104 -3.46011 0.07
O 0.33441 -1.79972 3.04328 -0.06
H 0.34040 -1.81527 3.99628 0.05
O 0.37032 -4.02436 0.26357 -0.08
O -1.68274 -0.52730 -2.60894 -0.07
H -2.43720 -2.68102 -1.02229 0.08
```

---

Number 1: E_tot -24990.73175 eV. Number 2: E_tot -27046.02645 eV. Number 3: E_tot -27046.36898 eV.